1.
Here is C36H27Cl5N3O4V as an isolated structure at a distorted geometry from the OMol25 dataset. Energies are from ωB97M-V/def2-TZVPD.

Its HOMO energy (alpha / beta) is -7.83 / -8.13 eV. As for the max |F|: 3.1 eV/A. For the energy, the calculation gives -138731.2255 eV.

Structure (ORCA input):
```
! RIJCOSX wB97M-V def2-TZVPD def2/J DEFGRID3
* xyz 0 3
V 1.11 -0.72 -1.10
C -4.32 2.75 1.27
C -3.81 3.58 0.11
C -4.51 4.70 -0.33
C -4.06 5.47 -1.39
C -2.89 5.10 -2.05
C -2.19 3.97 -1.64
C -2.64 3.21 -0.56
N -1.99 2.03 -0.10
C -0.79 1.53 -0.54
N 0.23 2.40 -0.60
C 1.52 2.24 -1.20
C 1.96 1.01 -1.69
C 3.21 1.00 -2.33
C 3.99 2.13 -2.43
C 3.54 3.32 -1.86
C 2.30 3.40 -1.25
C 1.82 4.70 -0.63
N -0.64 0.27 -0.84
C -1.77 -0.62 -0.82
C -1.83 -1.57 0.20
C -2.86 -2.50 0.24
C -3.85 -2.47 -0.74
C -3.78 -1.53 -1.75
C -2.75 -0.59 -1.82
C -2.68 0.38 -2.98
H -5.13 3.26 1.78
H -3.52 2.56 1.99
H -4.70 1.78 0.93
H -5.44 4.97 0.17
H -4.61 6.34 -1.71
H -2.52 5.68 -2.89
H -1.31 3.66 -2.20
H -2.61 1.32 0.24
H 0.02 3.31 -0.24
H 3.58 0.07 -2.74
H 4.96 2.10 -2.92
H 4.17 4.21 -1.89
H 2.57 5.48 -0.77
H 1.65 4.59 0.45
H 0.89 5.06 -1.09
H -1.05 -1.57 0.94
H -2.89 -3.24 1.04
H -4.66 -3.19 -0.71
H -4.55 -1.52 -2.53
H -2.86 -0.14 -3.92
H -1.70 0.85 -3.04
H -3.43 1.16 -2.88
Cl 0.19 -2.13 -2.87
C 1.40 -3.07 -1.96
C 2.41 -2.28 -1.44
C 3.41 -2.98 -0.78
Cl 4.80 -2.09 -0.24
C 3.36 -4.35 -0.58
Cl 4.62 -5.16 0.27
C 2.27 -5.09 -1.06
Cl 2.16 -6.78 -0.78
C 1.28 -4.45 -1.78
Cl -0.07 -5.30 -2.41
O 3.18 0.47 1.73
C 2.43 -0.46 1.63
O 1.53 -0.59 0.62
C 2.42 -1.58 2.63
C 3.60 -2.04 3.16
C 3.63 -3.08 4.09
C 2.43 -3.62 4.46
O 2.18 -4.62 5.36
C 0.76 -4.70 5.49
O 0.19 -3.85 4.49
C 1.24 -3.16 3.94
C 1.19 -2.15 3.02
H 4.53 -1.58 2.85
H 4.56 -3.45 4.51
H 0.46 -4.36 6.48
H 0.43 -5.73 5.33
H 0.25 -1.77 2.65
*
```



2.
Here is C36H27F3IrN2O3S2Si as an isolated structure from the OMol25 dataset. Energies are from ωB97M-V/def2-TZVPD.

Its HOMO energy (alpha / beta) is -8.04 / -8.22 eV. As for the max |F|: 0.4 eV/A. For the energy, the calculation gives -87434.0960 eV. As for the energy relative to the best compared isomer or geometry (same formula, charge and spin): 5.7 kcal/mol.

Structure (ORCA input):
```
! RIJCOSX wB97M-V def2-TZVPD def2/J DEFGRID3
* xyz 0 2
Ir -0.39 0.96 0.61
C -1.97 2.26 2.80
C -1.44 1.46 3.81
C -1.40 0.15 3.37
C -1.93 0.09 2.01
C -2.30 1.41 1.66
H -2.08 3.33 2.81
H -1.07 1.83 4.76
H -1.01 -0.70 3.91
H -2.35 -0.81 1.60
H -3.05 1.66 0.93
F 1.22 4.40 -4.46
C 0.41 3.87 -3.53
F -0.54 3.18 -4.17
F -0.20 4.90 -2.91
C 1.17 3.01 -2.56
C 2.53 2.77 -2.70
C 3.19 1.95 -1.80
C 2.46 1.35 -0.79
N 1.16 1.59 -0.66
C 0.50 2.41 -1.50
S -1.17 2.49 -0.99
H 3.07 3.23 -3.52
H 4.24 1.75 -1.89
H 2.90 0.67 -0.07
C -5.08 0.82 -2.87
C -5.11 0.23 -1.62
C -3.94 -0.28 -1.06
C -2.72 -0.20 -1.73
C -2.71 0.41 -2.99
C -3.87 0.91 -3.56
Si -1.14 -0.76 -0.84
C 0.19 -1.26 -2.08
C 1.54 -1.36 -1.71
C 2.49 -1.87 -2.58
C 2.12 -2.31 -3.84
C 0.78 -2.26 -4.22
C -0.17 -1.75 -3.34
C -1.58 -2.42 -0.04
C -2.63 -3.21 -0.52
C -2.88 -4.47 0.01
C -2.07 -4.97 1.03
C -1.02 -4.21 1.50
C -0.78 -2.95 0.97
H -5.98 1.22 -3.31
H -6.04 0.15 -1.08
H -4.00 -0.75 -0.09
H -1.78 0.52 -3.53
H -3.83 1.38 -4.53
H 1.85 -1.08 -0.71
H 3.52 -1.94 -2.26
H 2.86 -2.71 -4.52
H 0.47 -2.63 -5.19
H -1.21 -1.75 -3.65
H -3.27 -2.84 -1.31
H -3.70 -5.06 -0.37
H -2.27 -5.95 1.44
H -0.37 -4.58 2.29
H 0.05 -2.38 1.36
O 0.94 2.49 2.13
C 1.52 1.46 2.46
N 1.15 0.27 1.95
S 2.11 -0.97 2.42
O 1.39 -1.94 3.20
O 2.88 -1.43 1.30
C 3.11 0.04 3.48
C 4.17 -0.34 4.28
C 4.79 0.67 5.02
C 4.36 1.99 4.93
C 3.30 2.35 4.12
C 2.68 1.35 3.39
H 4.49 -1.36 4.34
H 5.62 0.42 5.66
H 4.87 2.75 5.52
H 2.95 3.37 4.04
*
```



3.
Here is C36H27F5O6V as an isolated structure at a distorted geometry from the OMol25 dataset. Energies are from ωB97M-V/def2-TZVPD.

Its HOMO energy is -4.78 eV. As for the max |F|: 3.0 eV/A. For the energy, the calculation gives -89332.1629 eV.

Structure (ORCA input):
```
! RIJCOSX wB97M-V def2-TZVPD def2/J DEFGRID3
* xyz -1 1
O -0.53 -0.86 -0.51
V -0.02 0.04 0.71
O -0.71 1.48 0.60
C 3.97 -0.47 1.71
C 2.58 -0.40 1.72
C 1.79 -1.68 2.10
O 0.54 -1.64 1.87
C 2.48 -2.79 2.59
C 3.88 -2.81 2.68
C 4.67 -1.55 2.26
O 5.89 -1.57 2.33
O 4.49 -3.81 3.07
O 1.85 0.56 1.31
H 4.55 0.30 1.21
H 1.94 -3.67 2.89
F -1.37 -2.78 -5.14
C -0.02 -2.81 -5.06
C 0.70 -3.30 -6.12
C 2.08 -3.48 -5.95
C 2.70 -3.09 -4.78
C 1.94 -2.61 -3.73
C 0.57 -2.38 -3.88
H 0.26 -3.59 -7.07
H 2.61 -3.88 -6.81
H 3.76 -3.27 -4.62
H 2.44 -2.28 -2.83
H -0.05 -1.97 -3.09
F -1.72 0.38 -4.93
C -2.39 0.49 -3.76
C -2.15 1.54 -2.94
C -2.76 1.57 -1.68
C -3.68 0.61 -1.32
C -3.82 -0.51 -2.14
C -3.15 -0.62 -3.35
H -1.49 2.36 -3.21
H -2.54 2.40 -1.02
H -4.23 0.64 -0.39
H -4.48 -1.32 -1.85
H -3.15 -1.47 -4.01
F -0.25 1.10 3.39
C -0.13 1.32 4.72
C -1.03 0.65 5.54
C -0.91 0.83 6.92
C -0.01 1.73 7.43
C 0.83 2.45 6.58
C 0.76 2.24 5.20
H -1.73 -0.05 5.10
H -1.48 0.17 7.58
H 0.10 1.82 8.50
H 1.51 3.18 7.00
H 1.37 2.84 4.53
F -2.01 -0.56 1.87
C -3.20 -0.08 2.24
C -3.44 1.29 2.25
C -4.72 1.75 2.51
C -5.76 0.86 2.77
C -5.52 -0.50 2.76
C -4.24 -0.97 2.51
H -2.66 2.00 2.03
H -4.92 2.81 2.46
H -6.78 1.20 2.93
H -6.26 -1.24 3.03
H -3.96 -2.01 2.40
F 1.35 0.78 -1.72
C 2.20 1.48 -2.47
C 3.53 1.49 -2.16
C 4.47 2.12 -2.96
C 3.99 2.81 -4.07
C 2.63 2.85 -4.38
C 1.73 2.18 -3.56
H 3.89 0.91 -1.31
H 5.52 2.05 -2.74
H 4.72 3.29 -4.71
H 2.31 3.35 -5.28
H 0.67 2.08 -3.77
*
```